Record 1
124
Properties=species:S:1:pos:R:3 method="wB97M-V/def2-TZVPD" de_lowest_kj_mol=170.7 charge=0 gap_ev=9.916
C -1.94 5.66 3.82
C -3.37 5.44 3.32
C -3.82 6.52 2.29
O -4.26 5.71 1.22
C -4.02 4.46 1.43
O -4.30 3.54 0.68
O -3.47 4.24 2.60
H -1.48 4.77 4.23
H -2.00 6.42 4.59
H -1.15 5.86 3.09
H -3.99 5.55 4.17
H -3.06 7.21 1.92
H -4.47 7.20 2.85
C 0.94 0.34 3.46
C 1.57 1.33 4.41
C 0.97 2.78 4.41
O 0.88 3.06 5.79
C 1.15 1.97 6.54
O 1.11 1.96 7.75
O 1.37 0.91 5.67
H 1.35 -0.68 3.43
H 0.89 0.69 2.43
H -0.12 0.22 3.77
H 2.59 1.32 4.10
H -0.02 2.80 3.99
H 1.52 3.52 3.84
C 2.78 -0.98 -4.72
C 1.64 -1.07 -5.70
C 1.06 -2.46 -5.76
O -0.27 -2.27 -5.37
C -0.52 -0.97 -5.16
O -1.58 -0.41 -4.95
O 0.59 -0.25 -5.26
H 2.42 -1.31 -3.76
H 3.20 0.01 -4.55
H 3.55 -1.64 -5.12
H 1.91 -0.72 -6.78
H 1.62 -3.22 -5.15
H 1.11 -2.85 -6.83
C 1.54 -4.67 3.47
C 0.28 -4.19 2.88
C -0.53 -3.17 3.56
O -0.91 -2.29 2.58
C -0.16 -2.56 1.52
O -0.12 -1.79 0.52
O 0.61 -3.61 1.68
H 1.32 -5.21 4.42
H 2.08 -3.83 3.72
H 2.10 -5.41 2.84
H -0.38 -4.90 2.58
H 0.01 -2.69 4.34
H -1.41 -3.53 4.05
C -1.92 -4.52 -1.23
O -1.57 -3.36 -1.92
C -2.29 -2.24 -1.64
O -3.24 -2.21 -0.59
O -2.12 -1.21 -2.37
C -2.86 -0.07 -2.07
H -3.02 -4.58 -1.10
H -1.45 -4.51 -0.23
H -1.62 -5.43 -1.74
H -3.37 0.18 -3.01
H -2.07 0.61 -1.70
H -3.68 -0.04 -1.35
C 5.64 -5.13 -2.77
O 4.64 -4.10 -2.83
C 3.40 -4.25 -2.36
O 3.13 -5.39 -1.56
O 2.54 -3.30 -2.69
C 1.18 -3.39 -2.30
H 5.08 -5.93 -3.09
H 6.05 -5.36 -1.78
H 6.41 -4.91 -3.50
H 0.69 -4.25 -2.79
H 0.61 -2.54 -2.58
H 1.06 -3.50 -1.18
C -2.47 5.63 -1.31
O -1.98 5.35 -2.61
C -2.18 4.13 -3.11
O -2.97 3.17 -2.48
O -1.64 3.86 -4.31
C -1.49 2.53 -4.67
H -3.48 5.21 -1.29
H -2.45 6.67 -1.13
H -1.99 5.02 -0.50
H -0.93 2.69 -5.57
H -2.47 2.04 -4.67
H -0.90 2.04 -3.89
C 5.35 -2.71 0.77
C 3.91 -2.31 0.40
C 3.10 -1.58 1.43
C 3.54 -0.25 1.61
N 3.86 0.83 1.83
H 5.89 -1.75 0.72
H 5.92 -3.31 0.06
H 5.40 -3.10 1.75
H 3.37 -3.27 0.22
H 3.74 -1.73 -0.55
H 3.22 -2.05 2.42
H 2.05 -1.48 1.28
C 1.26 0.33 -1.82
C 1.09 1.32 -0.68
C 0.38 2.64 -0.97
C 0.14 3.40 0.28
N -0.04 4.02 1.24
H 1.80 0.78 -2.61
H 0.30 0.01 -2.20
H 1.89 -0.47 -1.56
H 2.10 1.58 -0.47
H 0.69 0.83 0.22
H -0.57 2.33 -1.34
H 0.88 3.20 -1.73
C -2.03 1.38 1.57
C -2.96 0.21 1.60
C -4.39 0.62 1.51
C -5.22 -0.60 1.62
N -5.83 -1.55 1.71
H -1.01 1.06 1.62
H -2.24 2.14 2.33
H -2.27 1.94 0.63
H -2.70 -0.29 2.54
H -2.61 -0.40 0.77
H -4.59 1.12 0.55
H -4.53 1.37 2.30

=====

Record 2
124
Properties=species:S:1:pos:R:3 method="wB97M-V/def2-TZVPD" de_lowest_kj_mol=179.4 charge=0 gap_ev=9.357
C 8.88 -11.99 4.07
C 8.27 -10.92 5.01
C 7.24 -11.42 6.00
O 7.63 -10.80 7.18
C 8.82 -10.22 7.07
O 9.41 -9.61 7.98
O 9.21 -10.26 5.78
H 9.57 -12.70 4.55
H 9.38 -11.65 3.17
H 8.14 -12.62 3.60
H 7.83 -10.15 4.35
H 7.19 -12.48 6.18
H 6.28 -11.16 5.57
C 3.33 -13.54 7.92
C 3.32 -14.58 9.06
C 3.22 -14.01 10.48
O 2.09 -14.66 11.02
C 1.51 -15.47 10.11
O 0.52 -16.14 10.32
O 2.10 -15.34 8.98
H 2.44 -12.89 7.97
H 3.42 -14.05 6.98
H 4.19 -12.86 7.96
H 4.22 -15.18 8.93
H 3.32 -12.90 10.50
H 4.15 -14.42 10.96
C 3.27 -15.77 2.53
C 2.28 -15.70 3.67
C 1.40 -16.95 3.89
O 1.84 -17.53 5.06
C 2.76 -16.75 5.63
O 3.20 -16.95 6.80
O 3.00 -15.69 4.86
H 3.77 -14.80 2.41
H 2.79 -16.04 1.58
H 3.95 -16.62 2.67
H 1.64 -14.82 3.56
H 1.48 -17.70 3.13
H 0.34 -16.82 4.00
C 6.42 -12.70 0.69
C 5.60 -11.73 1.55
C 4.10 -11.97 1.32
O 3.49 -11.77 2.60
C 4.40 -12.07 3.47
O 4.27 -12.24 4.70
O 5.65 -12.03 2.92
H 7.47 -12.70 0.96
H 6.47 -12.36 -0.34
H 6.16 -13.73 0.73
H 5.90 -10.70 1.32
H 3.86 -13.02 0.99
H 3.64 -11.26 0.60
C 8.67 -15.73 -0.12
O 9.07 -14.41 0.16
C 10.33 -14.19 0.50
O 11.35 -15.22 0.43
O 10.58 -12.92 0.92
C 11.81 -12.57 1.56
H 9.13 -16.52 0.52
H 8.88 -15.90 -1.17
H 7.58 -15.83 -0.09
H 12.55 -13.15 1.09
H 11.73 -12.52 2.66
H 12.15 -11.56 1.26
C 6.93 -11.91 10.48
O 7.68 -12.08 11.65
C 7.31 -12.93 12.65
O 6.18 -13.77 12.47
O 7.98 -12.89 13.73
C 7.77 -13.92 14.67
H 6.02 -11.38 10.56
H 6.63 -12.88 10.12
H 7.44 -11.36 9.67
H 7.90 -14.92 14.17
H 6.76 -13.93 15.09
H 8.49 -13.89 15.50
C 13.36 -10.28 6.98
O 12.48 -11.40 6.53
C 11.58 -12.01 7.29
O 11.54 -11.82 8.71
O 10.84 -12.83 6.65
C 10.06 -13.72 7.39
H 14.10 -10.47 7.77
H 12.67 -9.49 7.29
H 13.92 -9.87 6.13
H 9.47 -14.40 6.77
H 9.35 -13.18 7.99
H 10.80 -14.21 7.99
C 6.79 -15.36 3.09
C 7.34 -15.41 4.53
C 6.20 -15.48 5.58
C 6.61 -14.90 6.84
N 6.92 -14.43 7.83
H 7.49 -15.38 2.28
H 6.21 -14.54 2.80
H 6.13 -16.22 2.94
H 7.84 -14.48 4.77
H 8.08 -16.11 4.72
H 5.72 -16.47 5.58
H 5.40 -14.78 5.18
C 4.57 -19.65 4.34
C 6.06 -19.69 4.15
C 6.50 -19.95 2.69
C 6.16 -18.83 1.85
N 5.93 -17.90 1.22
H 4.19 -20.64 4.23
H 4.17 -18.93 3.64
H 4.30 -19.34 5.35
H 6.59 -20.36 4.78
H 6.46 -18.67 4.42
H 6.08 -20.93 2.42
H 7.57 -20.05 2.57
C 9.86 -19.02 3.77
C 11.29 -18.51 3.71
C 11.52 -17.33 2.71
C 10.93 -16.11 3.22
N 10.45 -15.16 3.62
H 9.36 -18.95 2.81
H 9.45 -18.28 4.38
H 9.75 -20.04 4.22
H 11.96 -19.30 3.41
H 11.63 -18.22 4.73
H 11.23 -17.61 1.64
H 12.57 -17.19 2.61

=====

Record 3
115
Properties=species:S:1:pos:R:3 method="wB97M-V/def2-TZVPD" charge=0 gap_ev=6.830
C 5.26 -0.56 2.96
C 4.11 -0.49 1.99
O 2.92 -0.12 2.70
B 1.83 -0.93 2.52
O 1.50 -1.86 3.48
C 0.96 -0.79 1.19
C 1.31 -1.42 0.00
C 0.54 -1.26 -1.16
C -0.60 -0.45 -1.17
C -1.46 -0.39 -2.41
O -2.65 -1.16 -2.21
C -2.44 -2.53 -2.39
O -3.59 -3.19 -1.97
C -3.41 -3.99 -0.81
C -4.69 -4.70 -0.47
O -5.63 -3.89 0.21
C -0.95 0.21 0.02
C -0.19 0.01 1.16
C -0.62 0.64 2.42
O 0.18 0.82 3.32
C -2.04 1.01 2.56
C -2.55 1.08 3.96
C -3.05 -0.31 4.45
C -1.97 -1.10 5.18
Cl -1.87 -2.78 4.57
C -2.75 1.31 1.45
C -4.14 1.86 1.45
C -5.26 0.83 1.63
N -5.85 0.47 0.34
C -5.16 -0.65 -0.33
C -5.95 -1.19 -1.51
C -7.26 0.21 0.50
C -7.65 -0.86 1.48
O -8.08 0.82 -0.12
C -2.10 1.15 0.12
O -2.50 1.77 -0.84
H 5.13 -1.39 3.66
H 5.23 0.37 3.52
H 6.22 -0.61 2.46
H 4.33 0.30 1.27
H 3.97 -1.42 1.43
H 1.36 -2.75 3.15
H 2.19 -2.05 -0.05
H 0.82 -1.78 -2.06
H -1.75 0.62 -2.65
H -0.89 -0.79 -3.26
H -1.58 -2.87 -1.81
H -2.25 -2.75 -3.45
H -3.09 -3.36 0.03
H -2.64 -4.74 -1.01
H -4.41 -5.55 0.15
H -5.14 -5.09 -1.37
H -5.47 -3.96 1.16
H -1.74 1.41 4.60
H -3.35 1.81 4.05
H -3.91 -0.15 5.09
H -3.35 -0.90 3.59
H -2.17 -1.18 6.25
H -0.98 -0.67 5.06
H -4.20 2.58 2.26
H -4.31 2.41 0.54
H -4.91 -0.04 2.19
H -6.04 1.29 2.23
H -4.19 -0.29 -0.66
H -4.98 -1.45 0.40
H -6.47 -0.39 -2.02
H -5.27 -1.68 -2.21
H -6.65 -1.96 -1.19
H -7.64 -0.49 2.50
H -8.67 -1.17 1.25
H -7.00 -1.73 1.42
C 8.53 -2.28 0.92
C 7.38 -3.04 0.27
N 6.69 -2.28 -0.76
C 5.44 -2.90 -1.16
C 5.49 -4.27 -1.84
C 7.53 -1.77 -1.83
C 8.36 -2.77 -2.64
H 8.20 -1.32 1.30
H 8.93 -2.87 1.75
H 9.35 -2.11 0.22
H 6.65 -3.27 1.06
H 7.75 -4.01 -0.09
H 4.91 -2.20 -1.81
H 4.82 -2.99 -0.26
H 5.83 -4.21 -2.87
H 4.48 -4.70 -1.87
H 6.13 -4.97 -1.31
H 8.21 -1.04 -1.39
H 6.89 -1.20 -2.50
H 8.85 -3.50 -2.00
H 9.14 -2.24 -3.19
H 7.76 -3.31 -3.37
C -0.95 7.92 -1.65
C -0.83 6.42 -1.43
N -0.53 5.69 -2.64
C -0.70 4.25 -2.50
C 0.24 3.51 -1.54
C 0.64 6.13 -3.37
C 1.99 6.12 -2.63
H -1.68 8.14 -2.43
H -1.28 8.41 -0.73
H 0.00 8.38 -1.93
H -1.79 6.05 -1.05
H -0.09 6.25 -0.63
H -0.62 3.80 -3.49
H -1.73 4.07 -2.18
H 1.24 3.40 -1.94
H -0.15 2.51 -1.37
H 0.31 4.00 -0.57
H 0.46 7.15 -3.72
H 0.72 5.52 -4.27
H 1.91 6.54 -1.63
H 2.71 6.74 -3.18
H 2.41 5.12 -2.55